Computed, not measured: one molecule with the formula C12H15N3O2S, with ωB97M-V with the def2-TZVPD basis set.

Geometry (Å):
C: 3.16393 -3.80296 1.50114
C: 2.69705 -3.01103 2.71969
O: 1.30373 -2.78229 2.71978
C: 0.76793 -1.83516 1.89974
C: -0.63955 -1.79230 1.91046
C: -1.35563 -0.89065 1.16064
C: -0.64077 0.00340 0.37127
N: -1.07527 1.00073 -0.46724
C: 0.00404 1.52757 -0.95995
S: 0.04665 2.85778 -2.08116
C: -1.69978 2.86441 -2.62858
C: -2.00493 1.64687 -3.48215
C: -2.69502 2.99417 -1.46791
N: -2.29455 3.79279 -0.45535
O: -3.79898 2.51391 -1.53831
N: 1.15923 0.95171 -0.50185
C: 0.77027 -0.04113 0.36577
C: 1.49661 -0.94966 1.11826
H: 2.63689 -4.75256 1.45727
H: 2.96207 -3.25794 0.58225
H: 4.23130 -3.99335 1.57331
H: 3.24665 -2.06508 2.80588
H: 2.87524 -3.59288 3.62845
H: -1.14395 -2.50665 2.54145
H: -2.43259 -0.86895 1.17489
H: -1.76871 3.77992 -3.22655
H: -1.34234 1.60221 -4.34351
H: -1.89270 0.74490 -2.88497
H: -3.03675 1.70275 -3.81941
H: -2.88126 3.83548 0.36131
H: -1.32825 4.05580 -0.35827
H: 2.09521 1.21395 -0.75925
H: 2.57424 -0.94573 1.08292

Summary:
SMILES: CCOc1ccc2nc(S[C@@H](C)C(N)=O)[nH]c2c1
Charge: 0
HOMO-LUMO gap, eV: 8.1
HOMO level, eV: -7.74
M, u: 265.3
LUMO level, eV: 0.395

Computed, not measured: a 4-piece molecular cluster, C21H50BClFNO4S overall at a distorted geometry, with ωB97M-V with the def2-TZVPD basis set.

Geometry (Å):
C: -5.13316 -8.64772 -7.33792
C: -4.22981 -7.32124 -6.86736
C: -3.40246 -7.79611 -5.53617
Cl: -2.32519 -9.27479 -6.01209
N: -2.46545 -6.76514 -4.95218
B: -1.19229 -6.58946 -5.75653
O: -1.08261 -6.42809 -7.21926
O: 0.09746 -6.57335 -4.98834
S: -3.25227 -5.25579 -4.57000
O: -2.70202 -4.81958 -3.15608
O: -2.85177 -4.08989 -5.53425
F: -4.96224 -5.35678 -4.38811
H: -4.43468 -9.42150 -7.90705
H: -5.59755 -9.20053 -6.41226
H: -6.00770 -8.35191 -8.06008
H: -4.99994 -6.45675 -6.69882
H: -3.57271 -7.03406 -7.79173
H: -4.15750 -8.11877 -4.70195
H: -1.78178 -5.80186 -7.57402
H: 0.22006 -5.68002 -4.54532
C: -0.26256 -4.04813 -1.24669
C: -1.02382 -2.73685 -1.12584
C: -0.20759 -1.52319 -1.58213
C: 1.05974 -1.24868 -0.76790
C: 0.83827 -1.03791 0.73300
C: -0.02544 0.17408 1.04335
H: 0.63066 -4.05570 -0.61533
H: -0.89573 -4.88246 -0.93309
H: 0.04556 -4.22448 -2.28213
H: -1.36593 -2.60420 -0.09420
H: -1.92796 -2.80075 -1.74267
H: -0.85443 -0.63924 -1.56276
H: 0.07857 -1.66287 -2.63237
H: 1.55189 -0.35819 -1.18114
H: 1.76989 -2.07262 -0.90514
H: 1.81372 -0.90487 1.21404
H: 0.39374 -1.93196 1.18483
H: 0.42920 1.08652 0.64495
H: -0.13300 0.29312 2.12617
H: -1.02931 0.07510 0.62048
C: 0.95211 2.28240 8.10997
C: 0.10339 3.23299 7.27953
C: -0.95224 2.51384 6.43344
C: -0.39600 1.55499 5.37720
C: 0.56398 2.18585 4.36398
C: -0.08834 3.26873 3.51953
H: 1.51921 1.59196 7.47894
H: 1.67043 2.84555 8.71182
H: 0.32592 1.69433 8.78839
H: 0.75201 3.84611 6.64526
H: -0.40699 3.92713 7.95756
H: -1.58430 3.26618 5.94906
H: -1.61580 1.94829 7.09996
H: -1.23996 1.10892 4.83431
H: 0.11501 0.72051 5.87170
H: 0.93474 1.39864 3.69807
H: 1.44393 2.59592 4.87253
H: -0.93944 2.86553 2.96182
H: 0.63124 3.66916 2.79835
H: -0.44092 4.10312 4.13258
C: 2.77317 3.88036 -0.17996
C: 2.01191 5.19164 -0.05911
C: 2.82814 6.40530 -0.51540
C: 4.09547 6.67980 0.29883
C: 3.87401 6.89058 1.79973
C: 3.01029 8.10257 2.11008
H: 3.66639 3.87279 0.45141
H: 2.14000 3.04603 0.13364
H: 3.08130 3.70401 -1.21540
H: 1.66980 5.32429 0.97253
H: 1.10777 5.12774 -0.67594
H: 2.18130 7.28925 -0.49603
H: 3.11431 6.26561 -1.56564
H: 4.58763 7.57030 -0.11441
H: 4.80562 5.85587 0.16159
H: 4.84946 7.02362 2.28078
H: 3.42948 5.99652 2.25157
H: 3.46494 9.01501 1.71169
H: 2.90273 8.22160 3.19290
H: 2.00643 8.00359 1.68721

Summary:
SMILES: CC[C@@H](Cl)N(B(O)O)S(=O)(=O)F.CCCCCC.CCCCCC.CCCCCC
Charge: 0
HOMO-LUMO gap, eV: 8.8
HOMO level, eV: -10.69
M, u: 478.0
LUMO level, eV: -1.909

Computed, not measured: a 16-piece molecular cluster, CH33O16 overall at a distorted geometry, with ωB97M-V with the def2-TZVPD basis set.

Geometry (Å):
C: -0.08382 0.36547 0.01037
O: 0.01396 0.95841 1.21736
H: -0.71389 1.08038 -0.60536
H: -0.62485 -0.57976 0.16488
H: 0.83593 0.13474 -0.51046
O: 2.23950 -0.72945 -2.95476
H: 1.92169 -0.91817 -2.09811
H: 1.44518 -0.57634 -3.42448
O: 2.35358 2.08524 -2.70441
H: 2.27334 1.17509 -2.99388
H: 2.18877 2.04413 -1.77937
O: -0.95611 -0.87666 -2.77423
H: -1.56995 -0.56989 -2.09844
H: -0.46975 -1.52164 -2.28834
O: -0.06016 -2.02035 2.00586
H: -0.48282 -1.84042 2.85817
H: -0.04330 -1.15825 1.61161
O: -1.93887 3.32807 -0.62708
H: -1.64106 3.63220 0.23069
H: -1.45981 2.52811 -0.75224
O: -2.44796 -2.52956 -0.03108
H: -1.55602 -2.50890 -0.34758
H: -2.81508 -3.40707 -0.11602
O: -0.48588 3.48141 1.68052
H: -0.40014 2.50306 1.64282
H: -0.09452 3.76433 2.50352
O: 0.10222 -2.83552 -1.41819
H: 0.51369 -3.36252 -2.12341
H: 0.82650 -2.67103 -0.84140
O: -3.47130 -0.16853 -1.05893
H: -3.33863 -1.04047 -0.69134
H: -4.26603 -0.25051 -1.55851
O: 2.25398 2.05203 -0.07596
H: 1.88333 2.94808 -0.02005
H: 1.49264 1.53840 0.16641
O: -2.41937 1.05195 2.24836
H: -1.64211 0.95410 1.74185
H: -3.16862 1.37308 1.68738
O: 4.02755 -0.10285 -0.22367
H: 3.49301 0.68261 -0.29972
H: 4.22837 -0.10657 0.71903
O: 2.24965 -2.46425 -0.10010
H: 2.85621 -1.80270 0.12673
H: 2.58311 -3.23922 0.34976
O: -3.47673 -1.33553 2.24189
H: -3.01173 -1.73111 1.48177
H: -3.11195 -0.41812 2.20564
O: 2.17820 1.23528 2.79770
H: 1.28088 1.33939 2.48406
H: 2.50920 0.50980 2.34074

Summary:
Charge: -1
HOMO-LUMO gap, eV: 8.4
HOMO level, eV: -6.10
M, u: 301.3
LUMO level, eV: 2.264